ORCA calculation (the ωB97M-V functional and the def2-TZVPD basis) on an isolated ion of composition C7H12NOS and charge +1 in a non-equilibrium geometry.

Charge ... +1
E_LUMO ... -2.806 eV
Orbital gap ... 9.833 eV
E_HOMO ... -12.64 eV
M ... 158.246 g/mol
Energy above the lowest of the compared OMol25 structures with the same formula, charge and spin ... 29.2 kcal/mol
SMILES ... O[C@H]1CCC=C2SCC[N@@H+]21

```
22
C7H12NOS | the OMol25 dataset | the ωB97M-V functional and the def2-TZVPD basis
O 1.29 -1.94 0.59
C 0.37 -1.13 -0.11
C -1.00 -1.73 -0.22
C -1.73 -0.88 -1.24
C -1.57 0.57 -0.93
C -0.71 1.06 -0.09
S -0.47 2.67 0.38
C 1.22 2.33 0.98
C 1.62 0.82 0.60
N 0.35 0.14 0.53
H 1.39 -2.79 0.06
H 0.71 -0.86 -1.13
H -1.50 -1.56 0.73
H -0.96 -2.70 -0.56
H -2.70 -1.09 -1.19
H -1.37 -1.13 -2.20
H -2.23 1.39 -1.35
H 1.10 2.27 2.09
H 1.84 3.21 0.74
H 1.96 0.68 -0.37
H 2.46 0.48 1.23
H -0.08 0.18 1.45
```

Okay, here come the Mulliken numbers, in e, for every atom: -0.566, -0.100, -0.781, -0.876, -0.650, 0.405, -0.068, -0.552, -0.552, 0.146, 0.412, 0.384, 0.280, 0.438, 0.510, 0.376, 0.325, 0.327, 0.444, 0.354, 0.341, 0.402